Below is a cluster of 6 separate species, C6H6Cl18 in total in a non-equilibrium geometry, with properties calculated with ωB97M-V/def2-TZVPD.

CARTESIAN COORDINATES (ANGSTROEM)
1 Cl 2.296 -2.584 0.125
2 Cl -3.121 1.488 -0.707
3 Cl -1.161 3.238 -2.002
4 Cl 1.345 -0.196 -2.485
5 Cl -0.135 -0.465 0.926
6 H -0.695 -2.457 1.888
7 C 2.100 -4.293 -0.004
8 H -0.892 1.064 -1.385
9 H 0.652 -2.526 -2.403
10 Cl 0.802 -4.958 1.033
11 H 1.800 -4.400 -1.043
12 Cl -2.045 4.339 2.095
13 Cl 2.178 4.672 0.118
14 Cl -0.632 2.550 3.995
15 H 0.901 3.620 1.586
16 C -1.728 1.636 -1.752
17 Cl -0.693 -1.883 -4.120
18 C -1.836 2.687 2.719
19 Cl -2.227 0.990 -3.341
20 Cl 3.129 3.182 2.497
21 C -1.242 -1.781 1.251
22 H -1.393 2.147 1.856
23 Cl 3.648 -5.189 0.223
24 Cl 1.921 1.783 0.286
25 Cl -2.762 -1.282 2.041
26 C 0.863 -1.839 -3.255
27 Cl -1.643 -2.558 -0.231
28 Cl -3.447 2.099 3.218
29 C 1.904 3.287 1.230
30 Cl 2.112 -2.372 -4.361

The calculation puts the molecular weight at 716.27 g/mol. Its HOMO energy is -10.911 eV. For the largest force on an atom, the calculation gives 0.03650 Eh/bohr. The charge is 0.